The following is a DFT calculation (wB97M-V/def2-TZVPD) of C12H18N4O2S in the gas phase at a distorted geometry.

- E_HOMO: -8.3 eV
- Kohn-Sham gap: 9.031 eV

Each line ends with the Mulliken charge.
CARTESIAN COORDINATES (ANGSTROEM)
N1 -2.298 -4.652 -2.999  -0.586
C1 -2.069 -3.443 -2.363  0.882
C2 -1.600 -2.337 -3.065  -0.825
C3 -1.405 -1.121 -2.432  -0.500
C4 -1.677 -1.024 -1.083  -0.642
S1 -1.384 0.505 -0.232  1.372
O1 -1.439 1.616 -1.137  -0.675
O2 -2.187 0.572 0.953  -0.685
N2 0.237 0.262 0.243  -0.150
C5 1.085 1.333 0.474  0.509
N3 2.286 1.209 0.093  -0.710
C6 3.257 2.238 0.367  -0.650
C7 3.519 2.471 1.859  -0.625
C8 2.464 3.344 2.535  -0.638
C9 1.079 2.703 2.585  -0.806
C10 0.459 2.492 1.200  -0.515
C11 -2.167 -2.098 -0.363  -0.457
C12 -2.389 -3.314 -0.991  0.509
N4 -2.849 -4.424 -0.289  -0.617
H1 -1.892 -4.725 -3.919  0.241
H2 -2.142 -5.469 -2.429  0.244
H3 -1.383 -2.440 -4.118  0.263
H4 -1.050 -0.254 -2.963  0.466
H5 0.694 -0.474 -0.277  0.363
H6 4.182 1.901 -0.112  0.363
H7 2.958 3.186 -0.100  0.332
H8 3.571 1.501 2.358  0.314
H9 4.492 2.956 1.964  0.348
H10 2.398 4.299 2.007  0.307
H11 2.789 3.556 3.557  0.321
H12 1.135 1.742 3.101  0.338
H13 0.416 3.352 3.162  0.340
H14 -0.608 2.302 1.300  0.403
H15 0.594 3.394 0.595  0.333
H16 -2.389 -1.960 0.683  0.360
H17 -3.184 -4.199 0.637  0.253
H18 -3.502 -4.998 -0.802  0.222

The following is a DFT calculation (wB97M-V/def2-TZVPD) of 6 unconnected molecules or ions with the total composition C12H18N6 at a distorted geometry.

- E_HOMO: -11.3 eV
- Kohn-Sham gap: 11.243 eV

Each line ends with the Mulliken charge.
CARTESIAN COORDINATES (ANGSTROEM)
C1 -1.145 1.169 -5.229  -0.573
C2 -1.435 1.363 -3.812  0.327
N1 -1.671 1.508 -2.696  -0.371
H1 -0.149 0.743 -5.342  0.049
H2 -1.150 2.115 -5.768  0.275
H3 -1.895 0.511 -5.661  0.257
C3 -4.599 -2.535 0.547  -0.790
C4 -4.199 -1.329 1.241  0.372
N2 -3.884 -0.377 1.792  -0.385
H4 -4.077 -2.578 -0.411  0.266
H5 -5.671 -2.553 0.386  0.298
H6 -4.289 -3.407 1.120  0.266
C5 1.815 -1.419 -3.421  -0.428
C6 1.853 -1.109 -4.849  0.272
N3 1.875 -0.851 -5.968  -0.405
H7 1.057 -0.822 -2.922  0.071
H8 2.815 -1.296 -3.015  0.242
H9 1.538 -2.472 -3.322  0.278
C7 3.580 0.894 0.612  -0.312
C8 3.771 2.335 0.653  0.287
N4 3.933 3.475 0.671  -0.360
H10 2.573 0.636 0.938  -0.098
H11 4.285 0.409 1.285  0.275
H12 3.728 0.524 -0.400  0.173
C9 -0.464 -0.140 0.487  -0.408
C10 0.054 0.342 1.746  0.355
N5 0.435 0.707 2.764  -0.405
H13 -0.574 0.666 -0.245  0.249
H14 -1.459 -0.553 0.639  -0.038
H15 0.176 -0.875 -0.001  0.242
C11 0.343 1.248 6.265  -0.645
C12 0.942 -0.040 6.542  0.351
N6 1.406 -1.067 6.758  -0.375
H16 0.976 2.077 6.575  0.248
H17 -0.588 1.349 6.831  0.251
H18 0.095 1.353 5.211  0.191

The following is a DFT calculation (wB97M-V/def2-TZVPD) of a molecular structure, C12H18N6OPdS2.

- E_HOMO: -6.3 eV
- Kohn-Sham gap: 6.781 eV

Each line ends with the Mulliken charge.
CARTESIAN COORDINATES (ANGSTROEM)
Pd1 -0.383 0.695 0.219  -0.239
C1 3.600 1.390 -3.920  -1.300
C2 2.654 2.228 -3.141  0.934
N1 2.410 3.477 -3.339  -0.775
N2 1.495 3.795 -2.374  0.169
C3 1.146 2.767 -1.565  0.379
S1 0.036 2.830 -0.340  -0.474
N3 1.925 1.745 -2.066  0.407
N4 2.033 0.463 -1.532  -0.798
H1 3.992 1.980 -4.743  0.343
H2 3.097 0.506 -4.314  0.319
H3 4.431 1.063 -3.292  0.326
H4 1.100 4.716 -2.330  0.177
H5 2.964 0.117 -1.720  0.215
H6 1.321 -0.149 -1.913  0.242
N5 -2.818 -0.533 -1.175  -0.298
C4 -1.975 -1.567 -1.019  0.492
N6 -0.801 -1.428 -0.487  0.229
C5 -0.091 -2.610 -0.495  -0.796
C6 1.198 -2.777 -0.001  -0.160
C7 1.787 -4.030 -0.074  -0.879
C8 1.104 -5.110 -0.630  -0.482
C9 -0.183 -4.961 -1.125  -0.405
C10 -0.767 -3.706 -1.056  0.693
S2 -2.352 -3.191 -1.589  -0.330
H7 -2.478 0.327 -0.729  0.150
H8 -3.796 -0.660 -1.361  0.241
H9 1.701 -1.924 0.441  0.491
H10 2.788 -4.175 0.311  0.385
H11 1.583 -6.079 -0.674  0.375
H12 -0.713 -5.801 -1.554  0.392
C11 0.781 -1.069 4.439  -1.267
C12 0.568 -1.035 2.932  0.018
O1 -0.660 -0.418 2.578  -0.529
H13 1.707 -1.591 4.688  0.366
H14 -0.051 -1.582 4.921  0.299
H15 0.842 -0.052 4.831  0.343
H16 0.513 -2.049 2.535  0.254
H17 1.410 -0.528 2.449  0.171
H18 -0.606 0.524 2.773  0.322

The following is a DFT calculation (wB97M-V/def2-TZVPD) of a molecular structure, C12H18NO5SiW at a distorted geometry.

- Net charge: +1
- E_HOMO (spin up / spin down): -11.3 / -13.8 eV
- Kohn-Sham gap (spin up / spin down): 6.085 / 8.689 eV
- 2S+1: 3

Each line ends with the Mulliken charge.
CARTESIAN COORDINATES (ANGSTROEM)
W1 0.242 0.409 0.461  2.173
N1 -0.474 -1.634 -0.776  -0.577
C1 0.878 -1.920 -1.357  -0.341
C2 1.699 -0.873 -0.698  0.095
O1 1.354 0.398 -1.105  -0.533
O2 1.605 -0.923 0.686  -0.555
H1 -0.737 -2.373 -0.133  0.236
H2 -1.173 -1.574 -1.508  0.238
H3 0.877 -1.768 -2.431  0.345
H4 1.236 -2.918 -1.125  0.348
O3 -2.863 2.675 0.069  -0.563
C3 -1.724 2.358 0.220  0.480
O4 -1.107 1.414 -0.490  -0.611
C4 -0.780 2.891 1.271  0.373
C5 0.600 2.495 1.185  -0.386
C6 1.419 2.807 2.299  -0.383
C7 0.923 3.434 3.415  -0.624
C8 -0.399 3.869 3.414  -0.363
C9 -1.251 3.593 2.345  -0.567
H5 1.069 2.788 0.236  0.616
H6 2.475 2.572 2.235  0.497
H7 1.564 3.641 4.262  0.479
H8 -0.771 4.434 4.262  0.449
H9 -2.292 3.893 2.349  0.537
C10 -2.316 0.564 4.249  -1.010
Si1 -1.324 -0.692 3.332  0.317
C11 -2.196 -2.255 2.910  -1.073
C12 0.370 -0.960 4.029  -0.966
O5 -0.924 -0.015 1.789  -0.561
H10 -3.107 0.085 4.831  0.404
H11 -2.794 1.261 3.557  0.304
H12 -1.687 1.130 4.939  0.278
H13 -2.711 -2.689 3.770  0.365
H14 -1.482 -2.996 2.541  0.290
H15 -2.944 -2.069 2.134  0.339
H16 0.398 -1.657 4.869  0.440
H17 0.794 -0.013 4.374  0.231
H18 1.013 -1.362 3.243  0.277

The following is a DFT calculation (wB97M-V/def2-TZVPD) of 3 unconnected molecules or ions with the total composition C12H18O9 at a distorted geometry.

- E_HOMO: -10.7 eV
- Kohn-Sham gap: 10.858 eV

Each line ends with the Mulliken charge.
CARTESIAN COORDINATES (ANGSTROEM)
C1 -1.430 4.628 -2.944  -1.204
C2 -0.206 5.294 -2.312  0.498
C3 0.305 4.418 -1.270  -0.500
O1 1.499 3.780 -1.715  -0.293
C4 1.862 4.473 -2.805  0.617
O2 3.007 4.309 -3.335  -0.595
O3 0.965 5.424 -3.133  -0.340
H1 -2.138 5.441 -3.100  0.355
H2 -1.899 3.957 -2.224  0.277
H3 -1.303 4.269 -3.965  0.328
H4 -0.554 6.271 -1.976  0.301
H5 -0.444 3.727 -0.882  0.290
H6 0.468 4.912 -0.312  0.265
C5 -1.607 -0.354 4.584  -1.162
C6 -1.961 0.778 3.717  0.286
C7 -2.943 0.376 2.531  -0.436
O4 -3.600 1.553 2.423  -0.296
C8 -3.576 2.268 3.570  0.547
O5 -4.109 3.328 3.591  -0.482
O6 -2.485 1.871 4.370  -0.355
H7 -2.567 -0.847 4.735  0.308
H8 -1.137 0.166 5.418  0.330
H9 -0.934 -0.971 3.989  0.316
H10 -1.063 1.134 3.213  0.287
H11 -3.461 -0.534 2.834  0.324
H12 -2.245 0.100 1.740  0.332
C9 3.487 -4.221 -1.617  -1.176
C10 2.440 -5.301 -1.812  0.355
C11 2.738 -6.581 -0.907  -0.444
O7 1.345 -6.766 -0.522  -0.347
C12 0.571 -5.599 -0.746  0.607
O8 -0.538 -5.370 -0.397  -0.513
O9 1.297 -4.681 -1.357  -0.341
H13 3.962 -4.140 -2.595  0.292
H14 4.297 -4.512 -0.948  0.303
H15 3.117 -3.220 -1.396  0.335
H16 2.379 -5.620 -2.852  0.325
H17 3.409 -6.324 -0.088  0.310
H18 3.053 -7.436 -1.505  0.294

The following is a DFT calculation (wB97M-V/def2-TZVPD) of a molecular structure, C12H19AsHgN2S at a distorted geometry.

- Net charge: +1
- E_HOMO (spin up / spin down): -11.2 / -11.0 eV
- Kohn-Sham gap (spin up / spin down): 8.693 / 4.442 eV
- 2S+1: 2

Each line ends with the Mulliken charge.
CARTESIAN COORDINATES (ANGSTROEM)
Hg1 -0.292 -0.441 -1.065  0.256
S1 1.234 -0.955 2.046  -0.273
C1 2.665 -1.016 1.179  -0.107
N1 3.007 -1.986 0.326  -0.077
C2 4.304 -1.748 -0.285  -0.411
C3 4.683 -0.355 0.259  -0.419
N2 3.624 -0.090 1.216  -0.144
H1 2.537 -2.874 0.264  0.248
H2 4.217 -1.756 -1.374  0.263
H3 5.024 -2.514 0.016  0.282
H4 4.684 0.404 -0.530  0.259
H5 5.658 -0.352 0.750  0.285
H6 3.539 0.786 1.702  0.196
C4 -2.854 3.550 0.898  -1.088
As1 -1.708 1.961 0.905  0.425
C5 -0.577 2.399 2.440  -0.960
C6 -2.879 0.474 1.579  -1.082
C7 -3.677 0.932 2.733  0.462
C8 -4.998 1.365 2.566  -0.362
C9 -5.749 1.752 3.657  -0.573
C10 -5.188 1.757 4.927  -0.441
C11 -3.873 1.342 5.103  -0.730
C12 -3.123 0.938 4.018  -0.172
H7 -3.300 3.689 1.882  0.334
H8 -3.634 3.451 0.146  0.376
H9 -2.249 4.424 0.652  0.403
H10 -1.192 2.808 3.241  0.386
H11 0.161 3.146 2.151  0.394
H12 -0.049 1.512 2.782  0.222
H13 -2.194 -0.333 1.843  0.478
H14 -3.503 0.155 0.742  0.522
H15 -5.446 1.357 1.580  0.381
H16 -6.780 2.044 3.525  0.401
H17 -5.776 2.068 5.777  0.406
H18 -3.443 1.329 6.093  0.406
H19 -2.107 0.588 4.162  0.457

Energy for every record listed, in sequence, given in hartree: -1235.76345; -796.52328; -1796.08269; -1255.41624; -1145.14376; -3365.30179.
Energy relative to the best compared isomer or geometry (same formula, charge and spin) for every record listed, in sequence, given in kJ/mol: 160.5; 34.1; 94.1; 178.4; 341.6; 0.0.